(a)
Computed, not measured: C4H10NOP in the gas phase, with wB97M-V/def2-TZVPD.

Its HOMO energy is -9.14 eV. As for the SMILES: CN1CCC[P@H]1=O.

The geometry in ORCA input format:
```
! wB97M-V def2-TZVPD RIJCOSX def2/J DEFGRID3
* xyz 0 1
C -0.49931 1.98626 0.82557
N 0.02334 0.50571 0.71609
C -0.90306 -0.42003 0.08543
C -0.11175 -1.53280 -0.63457
C 1.08508 -0.78836 -1.23337
P 1.62915 0.47573 0.08861
O 2.24277 1.78729 -0.14181
H 0.23803 2.63721 0.55617
H -1.55686 2.02561 0.31082
H -0.75803 2.07167 1.81555
H -1.60094 0.07473 -0.55897
H -1.52209 -0.80893 0.79586
H 0.14259 -2.26009 0.02330
H -0.75170 -2.00492 -1.44383
H 1.82390 -1.39949 -1.69082
H 0.79526 0.05073 -2.02205
H 2.41745 -0.20483 1.14399
*
```

Partial charges, natural (NBO), in e: -0.39 -0.77 -0.21 -0.41 -0.74 1.85 -1.08 0.23 0.18 0.19 0.17 0.19 0.21 0.22 0.24 0.23 -0.11

---

(b)
Computed, not measured: 2 unconnected molecules or ions with the total composition C4H10NOP, with wB97M-V/def2-TZVPD.

Its HOMO energy (spin up / spin down) is -9.14 / -7.71 eV.

The geometry in ORCA input format:
```
! wB97M-V def2-TZVPD RIJCOSX def2/J DEFGRID3
* xyz 0 1
C 0.36167 -0.12532 1.58823
C 0.67604 -0.94266 0.35466
C 0.10850 1.24705 1.25837
C 0.12106 -0.57992 -2.19587
N 0.07181 -0.15752 -0.78621
O -1.13871 2.28505 -1.15151
P -0.87848 1.10078 -0.29592
H -0.50480 -0.39809 2.05305
H 1.09028 -0.31091 2.47865
H 1.70967 -0.96686 -0.06731
H 0.30249 -1.99002 0.29560
H -0.55961 1.65233 2.02749
H 0.94104 1.83106 1.00224
H 0.98580 -1.20681 -2.32979
H -0.70708 -1.30380 -2.37964
H 0.05383 0.25793 -2.85627
H -2.63350 -0.39229 1.00424
*
```

Partial charges, natural (NBO), in e: -0.45 -0.20 -0.74 -0.41 -0.77 -1.02 1.88 0.24 0.23 0.20 0.21 0.25 0.24 0.20 0.19 0.23 -0.28

---

Which one sits at the top of the stability order? (a) does.

---

(a)
Computed, not measured: F2OS in the gas phase, with wB97M-V/def2-TZVPD.

Its HOMO energy is -9.70 eV.

The geometry in ORCA input format:
```
! wB97M-V def2-TZVPD RIJCOSX def2/J DEFGRID3
* xyz 0 1
O 1.04151 -0.83643 -1.41961
F -0.47952 0.07455 0.76961
F -1.73617 0.27233 0.77167
S 1.17418 0.48956 -0.12168
*
```

Partial charges, natural (NBO), in e: -0.61 0.00 0.03 0.58

---

(b)
Computed, not measured: a molecular structure, F2OS, with wB97M-V/def2-TZVPD.

Its HOMO energy (spin up / spin down) is -10.72 / -10.59 eV.

The geometry in ORCA input format:
```
! wB97M-V def2-TZVPD RIJCOSX def2/J DEFGRID3
* xyz 0 1
O -0.78973 -1.82161 0.02915
F -0.67465 1.34300 0.31663
F 1.15061 0.38819 -0.83780
S 0.31377 0.09042 0.49201
*
```

Partial charges, natural (NBO), in e: -0.47 -0.45 -0.44 1.36

---

(c)
Computed, not measured: 2 unconnected molecules or ions with the total composition F2OS, with wB97M-V/def2-TZVPD.

Its HOMO energy (spin up / spin down) is -13.20 / -9.62 eV.

The geometry in ORCA input format:
```
! wB97M-V def2-TZVPD RIJCOSX def2/J DEFGRID3
* xyz 0 1
O -0.95653 -1.30167 0.50626
F 2.35081 0.67663 0.08605
F -0.76218 1.05583 -0.00970
S -0.63211 -0.43079 -0.58261
*
```

Partial charges, natural (NBO), in e: -0.76 -0.11 -0.49 1.36

---

Which one sits at the top of the stability order? (c) does.

---

(a)
Computed, not measured: 2 unconnected molecules or ions with the total composition C2H3NO2S, with wB97M-V/def2-TZVPD.

Its HOMO energy is -9.21 eV. As for the SMILES: ON=C=S.C=O.

The geometry in ORCA input format:
```
! wB97M-V def2-TZVPD RIJCOSX def2/J DEFGRID3
* xyz 0 1
O -2.76556 -2.80310 0.51440
N -3.06036 -1.48891 0.77140
C -3.19220 -0.51616 0.05465
S -3.30053 0.91955 -0.51841
H -2.80180 -3.22474 1.35439
C 0.21012 1.73032 0.08675
O 0.05663 2.36981 1.08270
H 1.22328 1.74004 -0.38808
H -0.59496 1.08313 -0.44338
*
```

Partial charges, natural (NBO), in e: -0.49 -0.20 0.15 0.07 0.49 0.28 -0.50 0.10 0.12

---

(b)
Computed, not measured: C2H3NO2S in the gas phase, with wB97M-V/def2-TZVPD.

Its HOMO energy is -10.75 eV. As for the SMILES: C#CS(N)(=O)=O.

The geometry in ORCA input format:
```
! wB97M-V def2-TZVPD RIJCOSX def2/J DEFGRID3
* xyz 0 1
C 1.13723 2.00670 -0.06123
C 0.21806 1.19914 -0.12679
S -0.96550 -0.16613 -0.04838
N 0.04701 -1.47182 -0.00586
O -1.68069 -0.10325 -1.29546
O -1.54633 -0.12832 1.26259
H 2.01159 2.48462 0.30030
H 0.10934 -2.16401 0.77636
H 0.66930 -1.65695 -0.80154
*
```

Partial charges, natural (NBO), in e: -0.16 -0.36 2.31 -1.10 -0.88 -0.90 0.24 0.44 0.41

---

(c)
Computed, not measured: 2 unconnected molecules or ions with the total composition C2H3NO2S, with wB97M-V/def2-TZVPD.

Its HOMO energy (spin up / spin down) is -9.78 / -9.77 eV.

The geometry in ORCA input format:
```
! wB97M-V def2-TZVPD RIJCOSX def2/J DEFGRID3
* xyz 0 1
C 1.64245 -0.07805 -0.07596
C -0.49551 -0.63323 -0.82817
N 1.88926 0.96010 0.43784
O -2.90717 -0.33157 0.40447
O -1.16454 1.43623 0.58462
S -1.49227 0.01027 0.36254
H 2.20573 -0.95303 -0.32612
H -0.58368 -1.69883 -1.03417
H 0.90571 1.28812 0.47494
*
```

Partial charges, natural (NBO), in e: 0.29 -0.69 -0.56 -0.85 -0.90 1.88 0.20 0.20 0.43

---

(d)
Computed, not measured: C2H3NO2S in the gas phase, with wB97M-V/def2-TZVPD.

Its HOMO energy is -9.44 eV. As for the SMILES: O=CS/C=N/O.

The geometry in ORCA input format:
```
! wB97M-V def2-TZVPD RIJCOSX def2/J DEFGRID3
* xyz 0 1
O 1.24178 1.51645 0.08290
C 1.86593 0.46466 -0.01202
S 0.97911 -1.01235 -0.04170
C -0.48483 -0.09123 -0.01124
N -1.68326 -0.54170 0.23521
O -2.66600 0.51838 -0.10558
H 3.08599 0.31189 -0.17448
H -0.12001 0.93102 -0.22670
H -3.74180 0.22729 -0.25719
*
```

Partial charges, natural (NBO), in e: -0.55 0.20 0.33 -0.19 -0.11 -0.62 0.18 0.26 0.49

---

Which one sits at the top of the stability order? (b) does.